{"formula": "C11H21F2N5O16", "method": "wB97M-V/def2-TZVPD", "max_force_ev_per_a": 2.783, "e_lumo_ev": -0.12, "homo_energy_ev": -10.94, "relative_energy_ev": 0.603, "smiles": "O=C1OC[C@@H](F)O1.O=C1OC[C@@H](F)O1.C[N+](=O)[O-].C[N+](=O)[O-].C[N+](=O)[O-].C[N+](=O)[O-].C[N+](=O)[O-]", "charge": 0, "orbital_gap_ev": 10.82, "elements": ["O", "C", "O", "C", "C", "F", "O", "H", "H", "H", "O", "C", "O", "C", "C", "F", "O", "H", "H", "H", "C", "N", "O", "O", "H", "H", "H", "C", "N", "O", "O", "H", "H", "H", "C", "N", "O", "O", "H", "H", "H", "C", "N", "O", "O", "H", "H", "H", "C", "N", "O", "O", "H", "H", "H"], "xyz": [[-1.31, -2.50, 1.09], [-0.27, -2.87, 0.63], [0.40, -2.12, -0.24], [1.42, -2.94, -0.78], [1.67, -3.99, 0.37], [2.56, -3.56, 1.27], [0.43, -3.98, 1.02], [1.01, -3.63, -1.52], [2.31, -2.34, -1.09], [1.96, -4.92, -0.10], [-0.60, -0.50, -4.26], [-1.47, -0.86, -3.53], [-2.71, -0.95, -4.02], [-3.53, -1.48, -2.98], [-2.53, -1.97, -1.88], [-2.35, -3.31, -1.98], [-1.30, -1.29, -2.30], [-4.18, -0.72, -2.52], [-4.13, -2.29, -3.42], [-2.70, -1.80, -0.82], [-0.54, -1.22, 4.83], [0.56, -1.81, 4.08], [0.97, -2.88, 4.52], [0.89, -1.26, 3.01], [-0.36, -1.40, 5.86], [-1.37, -1.81, 4.45], [-0.53, -0.20, 4.61], [2.61, 3.09, -0.68], [2.63, 1.70, -1.16], [3.03, 1.38, -2.24], [2.17, 0.90, -0.33], [2.30, 2.99, 0.33], [1.84, 3.60, -1.26], [3.54, 3.65, -0.90], [2.16, 1.78, 2.92], [1.26, 2.94, 3.07], [0.92, 3.22, 4.18], [0.99, 3.62, 2.10], [1.69, 0.99, 3.52], [3.12, 1.96, 3.33], [2.31, 1.54, 1.83], [-0.56, 0.87, 0.75], [-1.96, 1.20, 1.05], [-2.75, 1.11, 0.14], [-2.19, 1.51, 2.20], [0.03, 1.77, 0.64], [-0.48, 0.37, -0.23], [-0.06, 0.29, 1.50], [-1.55, 2.43, -3.93], [-0.31, 2.70, -3.16], [0.32, 3.73, -3.41], [0.03, 1.88, -2.34], [-2.09, 3.36, -3.79], [-2.06, 1.57, -3.52], [-1.26, 2.43, -4.95]], "lowdin_charge": [0.139, -0.574, 0.054, -0.024, -0.307, 0.091, 0.139, 0.137, 0.161, 0.162, 0.160, -0.639, 0.074, -0.037, -0.231, 0.071, 0.128, 0.139, 0.144, 0.149, 0.061, -0.402, 0.081, 0.030, 0.095, 0.123, 0.077, 0.049, -0.429, 0.100, 0.002, 0.038, 0.093, 0.120, 0.045, -0.448, 0.089, 0.050, 0.086, 0.092, 0.085, 0.011, -0.425, 0.061, 0.070, 0.074, 0.081, 0.069, 0.070, -0.413, 0.065, 0.071, 0.106, 0.085, 0.103]}